Here is a molecular structure, C15H16AlFN4S from the Open Molecules 2025 dataset. Energies are from ωB97M-V with the def2-TZVPD basis set.

Last column: Mulliken charge in e.
Positions of all 38 atoms, in Å:
Al (-0.22300, -0.07064, -0.29821)  0.63
C (-0.68127, -2.17939, 3.56290)  -1.78
C (-0.57471, -1.70464, 2.15967)  1.06
N (-0.41804, -0.48259, 1.79189)  0.25
N (-0.35880, 0.53290, 2.68509)  -0.47
C (-0.25447, 1.80029, 2.22236)  0.62
N (-0.24097, 2.78672, 3.09144)  -0.35
S (-0.10419, 2.09819, 0.55157)  -0.30
C (-0.66555, -2.63057, 1.01831)  0.67
C (-0.99455, -3.96491, 1.12472)  -0.62
C (-1.08049, -4.73540, -0.03407)  -0.45
C (-0.82554, -4.14364, -1.25820)  -0.83
C (-0.51156, -2.79422, -1.29084)  0.07
N (-0.43594, -2.05184, -0.18139)  0.08
H (-0.17858, -1.52067, 4.26912)  0.52
H (-0.23875, -3.16692, 3.67420)  0.45
H (-1.73323, -2.25531, 3.85604)  0.38
H (-0.42178, 0.33961, 3.67417)  0.17
H (-0.30474, 2.64624, 4.08970)  0.21
H (-0.16380, 3.73658, 2.75921)  0.24
H (-1.19444, -4.40862, 2.08963)  0.34
H (-1.34430, -5.78279, 0.02569)  0.47
H (-0.86919, -4.70585, -2.17978)  0.44
H (-0.31544, -2.28713, -2.22534)  0.39
F (2.50197, 5.29606, -2.73325)  -0.29
C (1.87125, 4.12994, -2.60242)  0.35
C (0.54213, 4.03374, -2.97106)  -0.65
C (-0.10441, 2.81398, -2.84679)  -0.17
C (0.56793, 1.70085, -2.34843)  -0.32
C (-0.09631, 0.35310, -2.23180)  -1.22
C (1.90755, 1.84112, -1.97330)  0.02
C (2.57264, 3.04465, -2.09888)  -0.69
H (0.03486, 4.90796, -3.35624)  0.46
H (-1.14261, 2.73111, -3.14536)  0.38
H (0.51080, -0.39375, -2.75115)  0.55
H (-1.07689, 0.35533, -2.71252)  0.55
H (2.43250, 0.97048, -1.58348)  0.36
H (3.61192, 3.16005, -1.82320)  0.47

Summary:
- frontier orbital gap (eV) = 5.445
- HOMO level (eV) = -13.8
- LUMO energy (eV) = -8.311
- charge = +2